Entry 1:
The following is a DFT calculation (wB97M-V/def2-TZVPD) of a structure of composition C19H15Cl3LiN2O2S2.

As for the total charge: -1. Its spin multiplicity is 1. The HOMO energy is -4.14 eV. The gap between HOMO and LUMO is 6.35 eV.

The geometry in XYZ format:
```
44
Properties=species:S:1:pos:R:3:forces:R:3
Li 0.8017 -0.1213 -0.3474 0.098 0.122 0.002
Cl -3.2857 -4.4657 -4.2626 -0.075 -0.052 -0.063
C -2.1016 -3.6771 -3.2443 -0.039 0.031 -0.018
C -0.9389 -4.3655 -2.8819 0.006 0.083 0.050
C 0.0094 -3.7519 -2.1050 -0.012 -0.045 -0.028
C -0.1408 -2.4114 -1.6272 0.011 0.100 -0.041
O 0.7938 -1.8262 -0.9987 0.038 -0.426 -0.142
C -1.3912 -1.7724 -1.9534 0.163 -0.158 -0.099
C -1.7405 -0.4919 -1.3959 -0.116 0.213 0.258
N -1.2379 -0.0602 -0.2989 -0.025 -0.200 -0.127
C -1.6443 1.1254 0.2918 -0.457 0.204 -0.033
C -2.8987 1.6874 0.1725 0.248 -0.178 -0.032
C -3.2067 2.9070 0.7983 0.048 0.140 0.111
C -2.2711 3.5695 1.5438 -0.183 0.101 -0.022
C -0.9891 3.0081 1.7313 0.093 -0.301 -0.123
C 0.0363 3.6348 2.4717 0.121 -0.028 0.037
C 1.2390 3.0073 2.6236 -0.060 0.126 0.086
C 1.4159 1.7329 2.0525 -0.098 -0.179 -0.059
N 0.5013 1.1312 1.3375 0.180 0.128 0.011
C -0.6846 1.7585 1.1402 -0.157 0.274 0.164
C -2.3182 -2.3997 -2.7969 0.076 0.043 0.076
H -0.7964 -5.3820 -3.2269 0.018 0.005 -0.018
H 0.9229 -4.2710 -1.8422 0.004 0.024 0.013
H -2.4795 0.1057 -1.9456 -0.105 -0.091 0.039
H -3.6572 1.1812 -0.4107 0.003 -0.005 -0.009
H -4.1987 3.3248 0.6773 0.013 0.019 -0.002
H -2.5037 4.5245 2.0011 0.020 -0.015 0.004
H -0.1394 4.6136 2.9032 -0.019 -0.004 0.001
H 2.0523 3.4658 3.1696 -0.014 0.002 0.008
H 2.3453 1.1896 2.1948 0.028 0.063 -0.044
H -3.2300 -1.8745 -3.0591 -0.007 -0.028 -0.036
C 3.8576 -0.0765 -0.8801 0.036 -0.120 0.078
O 2.5925 0.5761 -0.9132 0.184 0.270 -0.065
C 2.4780 1.8053 -1.5483 0.116 -0.044 -0.149
S 3.8326 2.6395 -2.0505 0.162 -0.106 0.098
S 0.8804 2.2736 -1.7436 -0.201 -0.044 0.022
H 3.7445 -0.9209 -0.2003 -0.097 0.012 -0.041
H 4.6360 0.5976 -0.5313 -0.002 0.054 0.021
H 4.1254 -0.4373 -1.8739 -0.021 0.042 -0.011
Cl 2.4693 -1.7908 4.2772 0.119 0.033 0.103
C 0.9934 -2.3625 3.4769 -0.020 0.107 -0.417
Cl 1.1229 -2.3145 1.7106 -0.046 -0.146 0.368
H 0.1860 -1.7031 3.7713 -0.021 -0.015 0.026
H 0.8176 -3.3830 3.7928 -0.011 -0.013 0.003
```
Positions in Å, forces in eV/Å.

Entry 2:
The following is a DFT calculation (wB97M-V/def2-TZVPD) of the molecule C19H15ClF3N3O3.

Its SMILES is COc1ccccc1-c1noc(CCC(=O)Nc2cc(C(F)(F)F)ccc2Cl)n1. Its spin multiplicity is 1. The HOMO energy is -8.60 eV. The gap between HOMO and LUMO is 9.13 eV.

The geometry in XYZ format:
```
44
Properties=species:S:1:pos:R:3:forces:R:3
C -1.2804 -5.0072 0.8534 0.038 -0.253 0.007
O -1.4416 -3.6085 0.8660 0.108 0.190 0.054
C -0.4401 -2.8346 1.3244 0.232 0.313 0.115
C 0.7657 -3.3151 1.8311 -0.164 -0.278 -0.081
C 1.7422 -2.4434 2.2790 -0.017 0.132 -0.003
C 1.5409 -1.0742 2.2373 0.136 -0.023 0.068
C 0.3522 -0.5828 1.7380 -0.138 -0.187 -0.053
C -0.6408 -1.4405 1.2763 0.305 -0.519 0.152
C -1.8475 -0.8676 0.7222 -0.913 0.240 -0.407
N -2.9115 -1.5203 0.3375 0.432 -0.978 0.326
O -3.7593 -0.5708 -0.1516 -0.296 0.958 -0.257
C -3.1361 0.6044 -0.0260 0.362 -0.312 0.309
C -3.7585 1.8552 -0.5248 -0.095 0.032 -0.084
C -2.7706 3.0164 -0.3863 -0.080 -0.269 -0.189
C -1.4845 2.6245 -1.1050 0.063 0.470 0.492
O -1.4787 2.2650 -2.2573 -0.109 -0.176 -0.352
N -0.3681 2.7298 -0.3221 0.083 0.539 0.333
C 0.9033 2.2464 -0.5747 0.322 -0.124 -0.098
C 1.2645 1.6342 -1.7721 0.077 -0.097 -0.092
C 2.5497 1.1418 -1.9403 0.073 0.054 0.102
C 2.8913 0.4496 -3.2307 0.073 -0.255 -0.241
F 2.4609 -0.8270 -3.2459 -0.131 -0.069 0.153
F 4.2134 0.3963 -3.4589 0.205 0.107 0.180
F 2.3462 1.0425 -4.3012 -0.195 0.213 0.000
C 3.5012 1.2437 -0.9358 -0.128 -0.014 -0.157
C 3.1564 1.8606 0.2536 -0.061 -0.018 -0.050
C 1.8781 2.3538 0.4286 0.052 -0.083 -0.249
Cl 1.4750 3.1141 1.9344 -0.018 0.051 0.162
N -1.9652 0.4868 0.5143 -0.376 0.253 -0.049
H -0.4350 -5.3104 0.2275 -0.028 0.030 0.038
H -2.2025 -5.3993 0.4284 0.080 -0.017 0.034
H -1.1491 -5.4074 1.8641 0.008 0.035 -0.048
H 0.9512 -4.3764 1.8786 -0.022 -0.094 -0.018
H 2.6679 -2.8434 2.6657 0.069 -0.043 0.029
H 2.3032 -0.3981 2.5917 0.070 0.083 0.034
H 0.1624 0.4770 1.6979 0.006 0.114 -0.002
H -4.0098 1.7069 -1.5781 -0.032 0.046 0.068
H -4.6834 2.0533 0.0208 0.014 0.004 -0.059
H -2.5872 3.2295 0.6656 -0.006 0.056 0.003
H -3.1868 3.9027 -0.8678 0.059 -0.009 0.035
H -0.4993 3.0336 0.6357 -0.167 -0.139 -0.300
H 0.5326 1.5467 -2.5590 0.011 0.016 0.004
H 4.4961 0.8550 -1.0806 0.081 -0.019 -0.013
H 3.8817 1.9573 1.0458 0.020 0.038 0.104
```
Positions in Å, forces in eV/Å.

Entry 3:
The following is a DFT calculation (wB97M-V/def2-TZVPD) of a structure of composition C19H15ClN2O2Tc.

As for the total charge: +2. Its spin multiplicity is 4. The HOMO energy (alpha / beta) is -14.81 / -14.81 eV. The gap between HOMO and LUMO (alpha / beta) is 6.76 / 5.10 eV. The expectation value of S² is 3.8136. The calculation puts the energy above the lowest of the compared OMol25 structures with the same formula, charge and spin at 0.014 eV.

The geometry in XYZ format:
```
40
Properties=species:S:1:pos:R:3:forces:R:3
Tc 1.5381 1.1925 0.1151 -0.084 0.057 0.095
C -0.5163 -0.9885 0.3409 -0.033 -0.034 -0.016
N 0.7289 -0.5591 -0.3709 -0.122 -0.143 -0.038
C 1.2408 -1.2707 -1.3464 -0.168 -0.017 0.177
C 2.3763 -0.7136 -1.9566 0.135 0.113 -0.007
C 3.2459 -1.0918 -3.0160 -0.011 -0.008 -0.014
C 4.1763 -0.0992 -3.1145 0.004 -0.099 -0.066
C 3.8587 0.8799 -2.1075 -0.087 0.024 0.104
N 2.7864 0.5124 -1.4157 0.196 0.072 -0.159
C -0.9360 -2.3955 0.0428 0.026 0.021 -0.006
C -0.3747 -3.4528 0.7544 0.000 -0.014 -0.004
C -0.7399 -4.7570 0.4584 0.002 0.007 0.004
C -1.6666 -5.0063 -0.5460 0.001 -0.002 0.000
C -2.2327 -3.9545 -1.2531 0.000 0.005 -0.001
C -1.8671 -2.6485 -0.9604 0.004 0.000 -0.001
H -1.2863 -0.2743 0.0348 0.016 0.015 0.013
H -0.3271 -0.8381 1.4050 0.028 0.006 0.001
H 0.7903 -2.2166 -1.6248 0.023 -0.005 -0.029
H 3.1672 -1.9880 -3.6105 0.002 -0.001 0.003
H 5.0031 -0.0347 -3.8033 0.004 0.009 0.003
H 4.3855 1.8014 -1.9020 0.006 -0.001 -0.007
H 0.3343 -3.2600 1.5521 0.001 0.006 0.000
H -0.3127 -5.5768 1.0194 -0.003 -0.004 -0.002
H -1.9576 -6.0236 -0.7701 0.002 -0.001 0.003
H -2.9660 -4.1504 -2.0234 0.000 0.002 0.000
H -2.3220 -1.8261 -1.5019 0.003 -0.003 -0.002
Cl -3.5522 5.4979 3.0490 -0.001 -0.001 0.013
C -2.2769 4.4346 2.6268 -0.005 -0.006 -0.047
C -1.4733 3.8767 3.6317 -0.009 0.009 0.024
C -0.4337 3.0161 3.3333 -0.010 -0.018 -0.007
C -0.1778 2.6940 2.0103 -0.086 0.024 -0.083
O 0.8305 1.8544 1.7176 0.116 -0.025 0.068
C -0.9748 3.2523 0.9809 0.065 -0.036 0.019
C -0.7237 2.9902 -0.3819 -0.012 0.010 0.077
O 0.1902 2.2528 -0.8534 -0.038 0.029 -0.117
C -2.0329 4.1281 1.3117 0.005 0.002 0.015
H -1.6788 4.1326 4.6631 0.007 -0.003 0.001
H 0.1805 2.5912 4.1149 0.001 0.003 0.003
H -1.3615 3.4593 -1.1321 0.023 0.005 -0.020
H -2.6422 4.5597 0.5279 0.001 0.004 0.002
```
Positions in Å, forces in eV/Å.